Entry 1:
56
Properties=species:S:1:pos:R:3:nbo_charge:R:1 method="wB97M-V/def2-TZVPD" e_above_lowest_kj_mol=90.90 gap_ev="7.3 / 6.7" s2=0.76 homo_energy_ev="-8.17 / -8.19" multiplicity=2
Ir 0.41867 0.48233 0.03732 1.236
S 2.69695 0.23414 -0.28164 0.100
C 2.78916 1.79421 -1.02539 0.057
C 3.86338 2.56909 -1.45367 -0.267
C 3.58565 3.79263 -2.02395 -0.132
C 2.26959 4.23811 -2.14555 -0.288
C 1.25685 3.42283 -1.67842 0.078
N 1.53040 2.22713 -1.14996 -0.479
H 4.87484 2.20590 -1.33592 0.233
H 4.39806 4.41606 -2.37536 0.222
H 2.04030 5.20065 -2.57921 0.227
H 0.22192 3.72065 -1.70709 0.220
O -1.45730 0.51492 0.94787 -0.937
S -1.44385 1.83289 1.68075 2.390
O -2.64930 2.58838 1.50491 -0.939
O -0.21766 2.48295 1.19412 -0.973
C -1.30613 1.56975 3.42805 -0.370
C -2.08135 2.40828 4.22083 -0.162
C -1.99800 2.32685 5.60091 -0.205
C -1.14507 1.40897 6.19074 -0.186
C -0.37207 0.56979 5.40428 -0.200
C -0.44990 0.64252 4.02146 -0.218
S 0.51490 -0.54605 3.11432 2.401
O 1.56936 -0.95941 3.99370 -0.946
O -0.41327 -1.54361 2.66364 -0.946
O 1.14386 0.25620 1.97273 -0.953
H -2.74388 3.11592 3.74619 0.250
H -2.60241 2.98530 6.21007 0.221
H -1.07552 1.34091 7.26847 0.220
H 0.30346 -0.14760 5.84744 0.251
C 1.16783 -3.77251 -0.21694 -0.156
C 0.90005 -4.02434 -1.55425 -0.228
C 0.46290 -2.99234 -2.36030 -0.183
C 0.29330 -1.71811 -1.82569 -0.090
C 0.56778 -1.45879 -0.47933 -0.059
C 1.01841 -2.49872 0.31945 -0.247
C -0.28035 -0.61086 -2.57244 0.260
C -0.58798 -0.70339 -3.95046 -0.245
C -1.25360 0.30302 -4.56062 -0.117
C -1.68786 1.40875 -3.79486 -0.028
C -2.46121 2.44027 -4.37140 -0.187
C -2.90678 3.48565 -3.61572 -0.213
C -2.58516 3.52252 -2.24540 -0.169
C -1.82130 2.54586 -1.67039 -0.224
C -1.34513 1.45779 -2.42327 0.149
N -0.56673 0.47035 -1.85483 -0.411
H 1.50623 -4.57451 0.42665 0.219
H 1.03152 -5.01777 -1.96169 0.217
H 0.24735 -3.18746 -3.40283 0.205
H 1.26595 -2.35666 1.35570 0.245
H -0.27756 -1.58054 -4.49681 0.229
H -1.48008 0.26821 -5.61924 0.222
H -2.70223 2.37270 -5.42532 0.214
H -3.50494 4.27041 -4.05851 0.222
H -2.94525 4.33030 -1.62141 0.228
H -1.60539 2.62539 -0.62350 0.242


Entry 2:
53
Properties=species:S:1:pos:R:3:nbo_charge:R:1 method="wB97M-V/def2-TZVPD" e_above_lowest_kj_mol=16.49 gap_ev=7.9 homo_energy_ev=-7.47
Pt 0.43291 -0.97191 0.17436 0.836
Br 1.81267 1.33670 1.19307 0.071
C 0.45037 1.45182 2.49637 -0.066
C 0.29158 2.63047 3.15889 -0.272
C -0.65722 2.70681 4.19947 -0.201
C -1.36048 1.60028 4.56386 -0.196
C -1.20113 0.37020 3.87987 -0.069
C -1.94412 -0.77417 4.26825 -0.218
C -1.82916 -1.93803 3.57261 -0.200
C -0.99567 -2.01359 2.43312 -0.306
C -0.25177 -0.92805 2.00466 -0.202
C -0.31216 0.28496 2.77890 -0.051
H 0.89037 3.48665 2.89704 0.230
H -0.80543 3.64470 4.71165 0.216
H -2.06154 1.64348 5.38441 0.212
H -2.60184 -0.70123 5.12326 0.209
H -2.39971 -2.80935 3.87214 0.212
H -0.97679 -2.93620 1.86030 0.210
N 3.21114 -1.91467 0.05247 -0.313
C 4.11437 -2.79295 0.50980 -0.020
C 3.45111 -3.65005 1.36118 -0.331
C 2.12471 -3.20777 1.35779 -0.001
N 2.00188 -2.16149 0.55801 -0.260
H 3.32267 -1.14831 -0.60460 0.441
H 5.13903 -2.74893 0.19610 0.230
H 3.86527 -4.47642 1.90286 0.240
H 1.27224 -3.58080 1.88826 0.235
O 0.09812 -1.15874 -1.86902 -0.842
C -0.27799 0.07861 -2.23641 0.124
C -1.04723 0.62470 -1.04248 -0.250
C -1.98276 -0.13542 -0.35640 -0.269
C -2.58193 0.56972 0.72146 -0.270
C -2.10579 1.83830 0.82491 -0.380
S -0.92445 2.19443 -0.36338 0.495
C -1.14887 -0.01277 -3.47383 -0.201
C -0.82095 -0.63961 -4.63757 -0.243
C -1.83957 -0.54576 -5.61548 -0.246
C -2.92039 0.15796 -5.17477 -0.439
S -2.70510 0.69183 -3.56987 0.455
C 0.90053 0.94478 -2.57705 -0.189
C 0.95651 2.24301 -2.97807 -0.266
C 2.27670 2.68542 -3.23830 -0.244
C 3.19650 1.69997 -3.04821 -0.438
S 2.46183 0.23756 -2.55488 0.441
H -2.21167 -1.15226 -0.63120 0.268
H -3.31724 0.14840 1.38280 0.238
H -2.36585 2.57878 1.55793 0.245
H 0.11411 -1.15114 -4.77294 0.231
H -1.77595 -0.98231 -6.59547 0.220
H -3.82599 0.38528 -5.70319 0.234
H 0.08186 2.86126 -3.09671 0.232
H 2.52422 3.68023 -3.56103 0.223
H 4.25802 1.75560 -3.18490 0.233


Entry 3:
54
Properties=species:S:1:pos:R:3:nbo_charge:R:1 method="wB97M-V/def2-TZVPD" e_above_lowest_kj_mol=7.61 gap_ev="6.9 / 7.5" homo_energy_ev="-7.12 / -7.80"
Sc 1.51769 -0.78745 0.06532 1.435
Br 1.24844 -0.54791 3.21125 0.457
C 0.73571 -2.17820 3.89550 -0.648
Br 0.46924 -3.03172 0.33501 -0.494
H -0.29435 -2.19845 4.23916 0.185
H 1.03539 -3.00352 3.26177 0.202
Cl 7.93889 -0.81134 -3.33265 0.011
C 6.58950 -0.82280 -2.23688 -0.032
C 5.32393 -1.09490 -2.72015 -0.248
C 4.28080 -1.09610 -1.81661 -0.091
Cl 2.64208 -1.43057 -2.34762 0.099
C 4.42806 -0.83811 -0.45676 0.332
O 3.37300 -0.85170 0.34774 -0.808
C 5.72668 -0.56874 -0.01632 -0.088
Cl 5.98171 -0.24473 1.66139 0.044
C 6.79746 -0.55889 -0.89245 -0.233
H 5.15729 -1.30225 -3.76810 0.245
H 7.79250 -0.34702 -0.52549 0.246
C 0.64700 0.66645 1.38884 -1.273
Ge -1.13749 0.45839 0.63145 1.552
C -0.55605 0.11306 -1.26306 -0.529
C -0.90526 -0.93415 -2.12517 -0.181
C -0.55288 -0.89975 -3.46975 -0.213
C 0.16861 0.17241 -3.97882 -0.189
C 0.56261 1.20217 -3.13814 -0.218
C 0.21017 1.16580 -1.79439 -0.176
C -2.13472 2.12813 0.50314 -0.351
C -2.58017 2.64950 -0.71238 -0.238
C -3.32917 3.82217 -0.74880 -0.210
C -3.64068 4.48608 0.42877 -0.211
C -3.20687 3.97594 1.64610 -0.196
C -2.46059 2.80505 1.68207 -0.235
C -2.31335 -0.86503 1.41039 -0.361
C -3.19205 -1.64214 0.65542 -0.229
C -4.04699 -2.54683 1.27153 -0.196
C -4.03753 -2.68261 2.65414 -0.207
C -3.17929 -1.90443 3.41785 -0.214
C -2.32275 -1.00076 2.79815 -0.226
H 0.79443 1.63488 1.85928 0.232
H -1.44791 -1.78744 -1.74580 0.237
H -0.84075 -1.71637 -4.11993 0.225
H 0.43888 0.19516 -5.02796 0.222
H 1.13563 2.03437 -3.52603 0.222
H 0.47386 2.00236 -1.15595 0.227
H -2.34884 2.14137 -1.64196 0.210
H -3.67016 4.21679 -1.69862 0.213
H -4.22193 5.40028 0.39973 0.214
H -3.44939 4.49164 2.56696 0.213
H -2.12731 2.41810 2.64052 0.211
H -3.23171 -1.53627 -0.42204 0.205
H -4.72198 -3.14699 0.67228 0.212
H -4.69855 -3.39434 3.13497 0.214
H -3.17289 -2.00240 4.49656 0.214
H -1.64795 -0.40618 3.40656 0.210


Entry 4:
60
Properties=species:S:1:pos:R:3:nbo_charge:R:1 method="wB97M-V/def2-TZVPD" charge=+1 e_above_lowest_kj_mol=109.24 gap_ev="5.6 / 4.6" s2=6.10 homo_energy_ev="-9.19 / -10.65" multiplicity=5
Ru 0.63825 2.20266 -0.20503 1.206
Br 0.60460 -6.71963 5.81106 0.094
C -0.57880 -5.28933 5.42717 -0.076
C -0.64211 -4.78691 4.12646 -0.225
C -1.45072 -3.71830 3.83509 -0.234
C -2.19787 -3.09070 4.87033 0.065
C -2.16166 -3.65697 6.16896 -0.171
C -1.36404 -4.73849 6.44180 -0.230
N -2.86197 -1.95710 4.70151 -0.089
N -3.21767 -1.17697 3.80688 -0.121
C -2.69493 -0.26131 3.01237 0.158
C -3.57692 0.69083 2.44118 -0.193
C -3.16387 1.68066 1.58014 -0.216
C -1.82559 1.73069 1.13610 0.281
O -1.34121 2.65198 0.35129 -0.631
C -0.95182 0.71819 1.61264 0.179
N 0.28703 0.74864 1.07423 -0.400
C 1.25352 -0.01349 1.55313 0.100
C 1.03150 -0.83992 2.64384 -0.268
C -0.24265 -0.92593 3.19189 -0.076
C -1.29603 -0.20255 2.63788 -0.132
H -0.03960 -5.23350 3.35145 0.234
H -1.50556 -3.32220 2.83176 0.221
H -2.76457 -3.20532 6.94073 0.236
H -1.33036 -5.14511 7.44174 0.242
H -4.60964 0.65621 2.75003 0.239
H -3.85632 2.43433 1.24142 0.237
H 2.22788 0.06375 1.08020 0.241
H 1.84619 -1.40177 3.06792 0.247
H -0.39308 -1.55012 4.05348 0.247
Br 6.83022 1.65414 -6.09664 0.104
C 5.52789 1.93199 -4.74586 -0.045
C 5.01485 0.83932 -4.05873 -0.234
C 4.05987 1.04417 -3.08719 -0.164
C 3.60126 2.33517 -2.81002 -0.134
C 4.12250 3.42465 -3.50463 -0.158
C 5.09371 3.22210 -4.46599 -0.240
C 2.52519 2.46319 -1.81267 0.783
O 2.36913 1.51459 -0.98409 -0.607
O 1.71251 3.42266 -1.75982 -0.638
H 5.35022 -0.15838 -4.28911 0.238
H 3.64498 0.20792 -2.54302 0.236
H 3.77488 4.42113 -3.28002 0.238
H 5.51140 4.05326 -5.01145 0.242
C -2.96338 -1.17127 -4.46704 -0.596
C -1.47032 -1.02544 -4.17108 -0.461
C -1.17744 0.19803 -3.39369 0.112
N -0.45349 0.31485 -2.34718 -0.238
N -0.35157 1.56668 -1.88671 -0.384
C -1.02395 2.46887 -2.59236 0.301
N -1.09269 3.76331 -2.31171 -0.736
S -1.85047 1.74819 -3.93126 0.383
H -3.12479 -2.06183 -5.06690 0.234
H -3.32579 -0.30456 -5.01628 0.205
H -3.53848 -1.26790 -3.54977 0.218
H -0.93021 -0.95854 -5.12145 0.237
H -1.09783 -1.89411 -3.63068 0.248
H -0.57194 4.13066 -1.52356 0.431
H -1.61562 4.39659 -2.89327 0.428
Cl 1.62740 3.37826 1.37454 -0.172